DFT (ωB97M-V/def2-TZVPD) results for an isolated molecule of C5H6O2 at a distorted geometry.

```
13
Properties=species:S:1:pos:R:3:forces:R:3
O -2.600 1.144 0.284 0.8 1.1 -0.5
O 0.344 -0.584 1.317 3.3 0.0 -1.8
C 0.453 0.526 -0.561 -0.4 0.3 -0.4
C -1.755 0.416 0.738 -2.2 -1.0 0.1
C 1.482 -0.378 -0.027 -1.6 -1.0 2.5
C 0.598 -0.916 -1.056 -0.7 -0.1 -0.3
C -0.281 0.544 0.760 -0.1 1.1 -0.6
H 2.572 -0.354 0.017 -0.5 -0.1 0.6
H -0.169 -1.614 -0.719 0.4 0.0 -0.2
H 0.597 1.396 -1.187 0.1 -0.1 0.0
H -2.197 -0.488 1.176 0.7 -0.7 0.5
H 1.011 -1.110 -2.042 0.0 0.3 0.1
H -0.050 1.466 1.306 0.1 0.1 0.0
```
Positions in Å, forces in eV/Å.

Calculated values
- Kohn-Sham gap (Eh) = 0.377
- LUMO energy (eV) = 0.662
- structure (SMILES) = O=C[C@H]1O[C@H]2C[C@H]21